Molecular formula: C6H7Li2O5
Method: DFT, ωB97M-V/def2-TZVPD

The geometry in XYZ format:
```
20
Properties=species:S:1:pos:R:3:nbo_charge:R:1
O 3.343 0.451 1.666 -0.790
C 2.379 0.769 0.945 0.965
O 1.601 1.726 1.201 -0.902
O 2.135 -0.035 -0.111 -0.508
C 1.259 0.360 -1.098 0.089
C 0.458 -0.629 -1.673 -0.474
H 1.163 1.436 -1.243 0.174
H 0.984 -1.527 -2.016 0.226
H -0.260 -0.270 -2.416 0.226
Li 2.824 2.019 2.751 0.963
C -0.578 -1.717 -0.166 -0.329
C -1.918 -1.061 -0.034 -0.119
O -1.761 0.269 0.422 -0.708
C -2.926 1.062 0.633 0.350
O -2.549 2.241 0.733 -0.824
H 0.073 -1.550 0.701 0.198
H -0.616 -2.740 -0.555 0.202
H -2.555 -1.595 0.694 0.198
H -2.441 -1.057 -1.005 0.183
Li -0.613 1.847 0.572 0.880
```

Highest occupied orbital energy (spin up / spin down) = -6.9 / -6.9 eV
Spin multiplicity = 2
Total charge = 0
ΔE to the lowest compared entry with this formula, charge and spin = 10.5 kcal per mole
Expectation value of S² = 0.78